[1]
60
Properties=species:S:1:pos:R:3:forces:R:3 method="wB97M-V/def2-TZVPD" multiplicity=3 total_charge=0 lumo_ev="0.23 / -3.39" e_tot_ev=-39064.365 homo_lumo_gap_ev="3.702 / 3.126"
C 0.67426 -2.62387 -3.99142 0.331 0.046 -0.322
C 0.89129 -1.28885 -3.66954 0.100 0.377 -0.108
C 0.54083 -0.73765 -2.41118 0.496 -0.510 -1.271
C -0.00165 -1.62329 -1.45822 -0.383 1.540 1.616
C -0.40223 -2.90875 -1.85724 0.542 -0.814 -0.862
C 0.02753 -3.44207 -3.07066 -0.489 0.197 0.421
C 0.92059 0.69318 -2.12008 1.084 -0.770 0.015
C -0.07838 1.90350 -2.31819 0.464 1.253 0.315
N -1.48859 1.74451 -2.44941 0.086 -0.085 0.442
Pt -0.21496 -1.19313 0.57974 -1.768 0.179 0.058
C -1.17075 -3.78468 -0.91081 -0.636 -0.302 0.794
P -1.92209 -2.66079 0.34263 1.175 -1.002 -1.137
H 1.39214 -0.65256 -4.40494 -0.140 -0.099 0.121
H -0.15203 -4.49922 -3.27027 -0.019 0.242 -0.137
H 1.02175 -3.04946 -4.94102 -0.134 0.342 0.377
H -0.50127 -4.48254 -0.38217 -0.211 0.182 -0.059
H -1.98487 -4.35940 -1.36631 0.305 -0.122 -0.410
H 1.28216 0.75036 -1.07175 -0.559 -0.065 -0.546
H 1.80505 0.94174 -2.75117 -0.681 -0.071 0.271
H 0.06457 2.56433 -1.44133 -0.053 -0.348 -0.456
C -2.61164 -3.69984 1.64863 -0.583 -0.289 -0.027
C -3.29881 -1.95241 -0.61914 -0.579 -0.401 0.259
H 0.29815 2.49812 -3.18930 -0.374 -0.584 0.228
C -2.11892 0.93291 -3.44452 -0.182 -0.448 -0.197
C -2.34882 2.47907 -1.55126 -0.287 -0.007 0.705
H -0.84919 -0.92298 2.18469 1.044 -0.270 0.596
H -2.52099 1.56178 -4.26003 0.155 -0.097 0.201
H -1.42212 0.19915 -3.86460 -0.023 0.186 0.174
H -2.97251 0.41019 -2.97760 0.339 0.156 -0.216
H -2.57308 3.49396 -1.93061 0.189 -0.332 -0.090
H -3.30657 1.94442 -1.43385 0.438 0.212 -0.022
H -1.85826 2.58993 -0.56473 -0.236 -0.193 -0.503
H -4.10454 -2.69265 -0.66261 -0.156 0.157 -0.183
H -3.66369 -1.03349 -0.15259 0.046 -0.118 0.020
H -2.95686 -1.72192 -1.63401 0.108 -0.106 0.254
H -3.14022 -4.55449 1.20047 -0.045 0.158 0.300
H -1.79052 -4.06410 2.28239 -0.314 0.212 -0.222
H -3.31476 -3.09128 2.23993 0.249 -0.343 -0.056
H -1.47812 -0.66381 1.67144 -0.993 1.090 -0.306
C 3.90639 1.28056 3.01763 0.506 0.085 -0.182
C 2.44284 0.97172 2.77731 0.185 0.475 0.453
C 1.94462 0.36176 4.09878 -0.428 -0.092 0.251
O 2.28509 0.00768 1.74574 -0.264 0.617 0.510
B 0.98884 0.25109 1.27517 1.093 -1.011 -1.792
O 0.60658 1.57856 1.37809 0.157 0.003 0.874
C 1.58198 2.18811 2.22932 0.683 0.323 0.282
C 0.88312 2.97658 3.31343 -0.196 0.068 0.352
C 2.40836 3.12947 1.36149 0.061 0.196 -0.136
H 4.01355 2.01134 3.82453 -0.005 0.072 -0.112
H 4.42678 1.64745 2.13116 -0.116 0.001 0.020
H 4.43118 0.37641 3.34466 -0.187 0.036 -0.072
H 2.41334 -0.62709 4.22029 -0.152 0.335 -0.119
H 2.22856 0.97830 4.96400 -0.073 -0.081 -0.234
H 0.85441 0.22011 4.14042 0.267 -0.014 -0.171
H 1.61641 3.35926 4.03878 -0.210 0.020 -0.180
H 0.32711 3.81804 2.87550 0.196 -0.170 0.130
H 0.16782 2.34518 3.85170 0.130 0.134 -0.095
H 2.89003 2.59049 0.53205 -0.070 0.107 0.296
H 1.74185 3.89577 0.93264 0.190 -0.235 0.128
H 3.16924 3.63529 1.96798 -0.077 -0.024 -0.239

[2]
66
Properties=species:S:1:pos:R:3:forces:R:3 method="wB97M-V/def2-TZVPD" multiplicity=1 total_charge=+1 lumo_ev=-3.81 e_tot_ev=-122188.087 homo_lumo_gap_ev=7.089
Cl 8.89734 -0.25733 -1.66757 -0.083 0.108 -0.036
N 7.21540 -0.20319 -1.65782 0.316 -0.530 0.010
C 6.48404 0.89141 -1.73177 -0.382 0.504 -0.025
N 5.19977 0.53686 -1.67257 0.469 -0.069 0.013
C 5.14019 -0.82862 -1.56341 -0.630 -0.758 0.101
Br 3.57262 -1.81011 -1.43707 0.174 0.185 -0.168
C 6.40326 -1.31875 -1.55450 -0.309 0.603 -0.051
H 6.84256 1.89583 -1.83265 0.200 0.133 0.021
H 4.41686 1.18394 -1.69437 -0.240 -0.046 -0.083
H 6.74431 -2.32941 -1.49790 0.285 -0.153 0.038
O 2.33633 2.66434 -2.33879 0.409 -0.268 0.125
C 2.76151 3.69614 -2.80166 0.073 0.166 0.017
O 2.74559 3.85208 -4.12643 -0.145 -0.108 -0.077
C 3.06498 5.08976 -4.78350 0.137 0.223 -0.118
C 4.55613 5.25864 -4.98168 0.050 -0.161 0.135
C 3.35731 4.77247 -1.92205 -0.345 0.200 -0.006
H 2.61557 5.92941 -4.25350 0.023 -0.028 0.057
H 2.56872 5.02612 -5.74882 -0.058 -0.099 0.025
H 5.08833 5.30301 -4.03043 -0.022 0.094 0.012
H 4.76360 6.17574 -5.53109 -0.012 0.004 -0.017
H 4.95802 4.41580 -5.54451 -0.031 0.033 -0.071
H 4.38926 4.50954 -1.69058 0.027 0.020 -0.002
H 2.78859 4.80760 -0.99616 0.064 -0.141 0.046
H 3.33912 5.76731 -2.35725 0.119 -0.036 -0.055
O -2.36578 -0.23320 3.31634 0.020 0.064 0.112
C -1.53875 -0.64189 2.55164 -0.149 -0.036 -0.323
O -0.27355 -0.17924 2.66292 0.067 0.008 0.271
C 0.80540 -0.70294 1.89347 0.121 -0.021 -0.213
C 0.85912 -0.06811 0.51967 -0.187 0.099 -0.120
C -1.89137 -1.59092 1.42820 0.169 -0.284 0.220
H 0.75229 -1.79201 1.84391 -0.036 0.010 -0.030
H 1.70397 -0.45755 2.45898 -0.061 0.042 0.083
H -0.04449 -0.28273 -0.05184 0.034 -0.075 -0.042
H 1.70813 -0.43730 -0.05649 -0.082 0.062 0.144
H 0.93789 1.01650 0.60541 0.066 -0.010 0.039
H -2.30958 -1.01592 0.60307 0.032 -0.013 -0.019
H -2.64823 -2.28086 1.79364 -0.118 0.120 0.010
H -1.06014 -2.18329 1.05500 -0.011 0.099 -0.114
O -1.13729 -2.92529 -2.33895 0.184 0.009 0.083
C -1.92082 -2.09581 -2.71201 -0.252 -0.140 -0.021
O -1.99480 -0.93455 -2.03055 0.212 0.111 0.067
C -2.78808 0.17830 -2.46295 -0.228 0.143 -0.035
C -4.23137 0.05290 -2.02190 0.020 -0.165 0.020
C -2.86396 -2.35186 -3.86239 0.173 0.247 -0.245
H -2.69213 0.32005 -3.54008 -0.016 -0.051 0.002
H -2.33141 1.04631 -1.99029 0.085 -0.044 0.036
H -4.71252 -0.82164 -2.45911 -0.012 0.030 -0.065
H -4.79624 0.93732 -2.31541 0.012 0.017 0.012
H -4.28660 -0.05345 -0.93854 -0.004 0.068 0.016
H -3.71002 -2.92985 -3.49390 -0.011 -0.017 0.016
H -2.33626 -2.94028 -4.60838 -0.006 -0.139 0.102
H -3.23257 -1.45340 -4.35030 -0.090 -0.013 0.093
O -6.65950 -2.95443 4.51127 -0.066 -0.071 -0.048
C -5.60009 -2.87719 5.06700 0.009 0.279 0.082
O -5.21781 -3.89517 5.86816 -0.050 -0.219 -0.070
C -3.92014 -3.97556 6.45707 0.135 0.044 0.139
C -3.82809 -3.18197 7.74411 -0.098 0.095 -0.012
C -4.72146 -1.65450 4.94424 0.226 -0.235 -0.178
H -3.15234 -3.68630 5.73708 -0.019 0.050 0.013
H -3.77301 -5.03399 6.66608 -0.075 -0.029 -0.039
H -3.99415 -2.11857 7.57334 0.066 0.013 -0.033
H -2.84551 -3.30727 8.19997 0.002 -0.020 -0.001
H -4.58738 -3.52187 8.44798 0.027 -0.054 0.010
H -5.08409 -0.89226 5.63227 -0.018 0.009 0.015
H -4.79861 -1.27470 3.93023 -0.136 0.074 0.028
H -3.66805 -1.83408 5.13812 -0.026 0.066 0.106

[3]
80
Properties=species:S:1:pos:R:3:forces:R:3 method="wB97M-V/def2-TZVPD" multiplicity=1 total_charge=0 lumo_ev=-0.12 smiles="O=C1N[C@@H](O)[C@@H](CCCSC(=S)N2CCOCC2)[C@@H]1CP(=O)(O)O.O=S1(=O)OCCO1.O=S1(=O)OCCO1.O=S1(=O)OCCO1" e_tot_ev=-123569.646 homo_lumo_gap_ev=8.029
O -3.28491 -3.78739 -1.60473 0.485 0.424 -0.446
C -2.33673 -3.10905 -1.91789 -0.331 -0.905 0.379
N -0.98084 -3.34282 -1.44536 -0.478 0.109 -0.370
C -0.65055 -1.92982 -1.13711 -0.212 0.645 0.968
O 0.63542 -1.73031 -0.65783 -0.112 -0.198 -0.573
C -1.14699 -1.00762 -2.27931 -0.260 -1.056 -0.035
C -0.20665 -0.58987 -3.40453 0.238 0.516 0.214
C 1.16930 -0.04792 -3.01473 0.024 -0.066 -0.232
C 1.14055 1.15661 -2.08106 0.485 -0.454 -0.159
S 0.75791 2.67587 -2.99716 -0.609 0.369 0.710
C 1.98157 3.81560 -2.40107 0.125 -0.305 -0.023
S 3.56101 3.44191 -2.42611 0.160 0.139 0.015
N 1.43388 5.02724 -1.94554 0.311 0.158 -0.447
C 1.28309 5.04464 -0.47339 -0.129 -0.383 -0.013
C 2.17404 6.05265 0.24103 -0.165 0.274 0.386
O 2.28054 7.33408 -0.37716 -0.157 -0.060 -0.004
C 1.63131 7.40317 -1.63335 0.273 0.184 0.019
C 2.05577 6.23889 -2.48850 -0.153 0.086 0.096
C -2.26539 -1.92849 -2.84805 -0.167 0.418 -0.556
C -3.54685 -1.24780 -3.32711 -0.081 -0.338 0.301
P -4.61832 -0.75870 -1.97198 0.348 0.470 0.547
O -3.90468 -0.18170 -0.82105 -0.178 -0.218 -0.273
O -5.60554 0.24546 -2.73201 -0.085 -0.132 0.007
O -5.54063 -1.97896 -1.52578 -0.066 0.053 -0.104
H -0.48363 -3.61373 -2.29796 0.378 -0.139 0.234
H -1.35980 -1.70065 -0.32764 -0.004 -0.014 0.086
H 0.66195 -2.18688 0.19681 0.428 -0.031 -0.025
H -1.65675 -0.18116 -1.78941 0.287 0.345 -0.130
H -0.06453 -1.41230 -4.10696 0.027 -0.109 -0.012
H -0.70942 0.20951 -3.95963 -0.137 -0.103 -0.155
H 1.65187 0.26899 -3.94053 0.129 -0.028 -0.027
H 1.79059 -0.83938 -2.60050 -0.098 0.005 0.209
H 0.43155 1.03072 -1.26598 -0.139 0.089 -0.032
H 2.12205 1.28164 -1.62999 0.036 0.134 -0.047
H 1.57167 4.06714 -0.09250 -0.106 -0.049 0.100
H 0.24086 5.18478 -0.18979 -0.108 0.186 -0.191
H 3.17369 5.66206 0.42909 0.114 -0.051 -0.317
H 1.71994 6.21014 1.22353 0.053 -0.051 0.104
H 1.95377 8.33266 -2.09911 0.016 0.068 0.047
H 0.54402 7.44383 -1.51846 -0.093 -0.071 -0.006
H 3.14714 6.19475 -2.47431 0.082 -0.063 -0.046
H 1.71616 6.39352 -3.51328 0.006 -0.124 -0.078
H -1.85232 -2.42262 -3.73583 0.119 0.078 -0.110
H -4.07253 -1.88938 -4.03492 -0.147 0.028 0.006
H -3.30308 -0.32654 -3.85580 0.067 0.034 -0.041
H -6.33316 0.50207 -2.15232 -0.085 0.168 -0.056
H -5.60400 -2.67813 -2.18407 -0.009 -0.175 0.056
C 5.16784 2.18284 2.87974 0.118 0.020 -0.240
C 5.01594 3.67332 3.10887 0.043 -0.007 0.255
O 3.73881 3.97757 2.53165 0.062 -0.064 -0.144
S 2.74095 2.74155 2.72540 0.266 -0.017 0.077
O 1.92616 2.96760 3.86266 -0.130 -0.091 -0.028
O 2.18494 2.43545 1.45876 -0.169 0.032 -0.056
O 3.85085 1.65946 3.10664 -0.022 0.086 0.149
H 5.46208 1.95924 1.85299 0.000 0.023 0.000
H 5.86178 1.71609 3.57250 -0.117 -0.080 0.079
H 5.78231 4.26109 2.61267 -0.103 0.056 -0.116
H 4.98992 3.91927 4.17200 0.015 -0.019 0.000
C -1.87166 -2.45086 3.80727 -0.018 -0.334 0.114
C -0.89380 -2.11233 4.91558 -0.177 0.221 0.090
O 0.39514 -2.25076 4.28972 -0.038 -0.157 -0.102
S 0.30156 -1.81164 2.76732 -0.281 -0.105 0.388
O 0.73740 -0.47701 2.60545 0.121 0.092 -0.158
O 0.85305 -2.86240 1.97412 0.100 0.067 -0.113
O -1.28470 -1.85273 2.63719 0.032 0.163 0.034
H -1.94784 -3.52831 3.65008 0.014 0.010 0.031
H -2.85983 -2.02997 3.96522 0.022 0.130 -0.118
H -0.95530 -2.79275 5.75894 0.158 -0.094 -0.052
H -1.00602 -1.08275 5.25850 -0.013 0.002 -0.016
C -1.67276 -6.69077 0.49987 -0.257 -0.044 -0.123
C -2.09264 -5.41036 1.18358 0.256 0.334 -0.167
O -2.48467 -5.83884 2.50362 -0.131 -0.089 -0.002
S -1.58056 -7.06784 2.96723 0.001 -0.034 -0.274
O -0.51767 -6.60233 3.78375 0.058 0.002 0.110
O -2.43711 -8.10656 3.41185 -0.027 0.003 0.110
O -0.98871 -7.42742 1.52923 0.072 0.113 0.104
H -2.53290 -7.27338 0.16598 -0.003 0.009 0.014
H -0.99784 -6.51796 -0.33249 0.140 -0.032 0.100
H -2.92833 -4.92216 0.69229 -0.096 -0.038 0.111
H -1.25873 -4.71107 1.27120 0.015 -0.017 -0.039